This record from the Open Molecules 2025 dataset describes a molecular structure, C34H51BaCl3N10O6P2S7. The level of theory is ωB97M-V/def2-TZVPD.

Last column: Löwdin charge in e.
Positions of all 114 atoms, in Å:
Ba 0.775 0.048 0.683  1.407
C -1.517 -0.484 -3.892  -0.040
C -1.224 -0.225 -2.443  -0.302
N -0.612 -1.050 -1.674  -0.039
N -0.357 -2.288 -2.207  -0.023
C 0.760 -2.843 -1.872  -0.939
N 0.921 -4.150 -2.326  0.033
S 2.121 -2.167 -1.013  0.399
C -1.749 1.025 -1.829  -0.250
C -2.374 1.987 -2.619  -0.016
C -2.949 3.091 -2.011  -0.067
C -2.895 3.196 -0.635  -0.062
C -2.243 2.199 0.077  -0.168
N -1.673 1.145 -0.498  0.035
H -2.593 -0.590 -4.047  0.058
H -1.027 -1.402 -4.200  0.066
H -1.150 0.343 -4.506  0.074
H 0.029 -4.616 -2.433  0.074
H 1.575 -4.672 -1.766  0.040
H -2.440 1.854 -3.688  0.099
H -3.457 3.839 -2.609  0.101
H -3.368 4.008 -0.098  0.107
H -2.229 2.250 1.164  0.011
C 2.371 4.139 2.579  -0.085
N 1.389 3.440 1.750  -0.296
C 0.494 2.609 2.578  -0.218
P 1.559 3.530 0.154  0.441
O 0.862 2.517 -0.671  -0.367
O 3.160 3.452 -0.182  -0.271
P 4.037 2.135 0.118  0.450
O 3.336 1.231 1.058  -0.389
N 5.437 2.692 0.769  -0.299
C 6.346 3.494 -0.023  -0.110
C 6.031 2.015 1.915  -0.098
N 4.391 1.590 -1.394  -0.280
C 3.353 1.459 -2.420  -0.088
C 5.345 0.475 -1.438  -0.107
N 1.307 5.103 -0.303  -0.293
C 0.193 5.833 0.287  -0.095
C 1.503 5.403 -1.715  -0.106
H 1.844 4.696 3.357  0.090
H 2.966 4.832 1.985  0.078
H 3.033 3.409 3.053  0.092
H -0.038 3.282 3.247  0.047
H 1.069 1.869 3.140  0.021
H -0.308 2.103 2.050  -0.054
H 5.802 4.038 -0.793  0.076
H 7.111 2.878 -0.511  0.082
H 6.847 4.219 0.624  0.080
H 5.268 1.452 2.445  0.076
H 6.466 2.759 2.588  0.080
H 6.815 1.314 1.607  0.068
H 3.828 1.548 -3.400  0.085
H 2.599 2.234 -2.315  0.055
H 2.858 0.484 -2.357  0.057
H 6.074 0.551 -0.632  0.044
H 5.871 0.503 -2.395  0.086
H 4.838 -0.487 -1.331  0.057
H -0.003 5.475 1.296  0.080
H -0.725 5.710 -0.299  0.081
H 0.441 6.897 0.332  0.080
H 2.388 4.894 -2.091  0.073
H 1.651 6.479 -1.834  0.081
H 0.639 5.094 -2.314  0.088
S -2.665 2.408 3.802  -0.200
S -2.001 0.517 3.310  -0.199
S -0.381 0.174 4.655  -0.171
S 0.907 -1.068 3.599  -0.308
O -4.558 -1.328 -3.123  -0.540
S -4.280 -1.631 -1.679  1.033
C -5.536 -2.842 -1.215  -0.338
C -5.701 -3.235 0.106  -0.065
C -6.618 -4.231 0.400  -0.065
C -7.367 -4.817 -0.614  -0.105
C -7.196 -4.408 -1.929  -0.104
C -6.270 -3.419 -2.238  -0.086
C -4.946 -0.242 -0.749  -0.358
C -5.785 0.647 -1.400  -0.084
C -6.269 1.743 -0.699  -0.103
C -5.902 1.938 0.627  -0.096
C -5.043 1.048 1.260  -0.084
C -4.549 -0.052 0.568  -0.073
H -5.111 -2.799 0.900  0.088
H -6.718 -4.556 1.428  0.108
H -8.077 -5.602 -0.379  0.090
H -7.776 -4.867 -2.721  0.090
H -6.102 -3.085 -3.253  0.094
H -6.029 0.473 -2.441  0.101
H -6.924 2.452 -1.193  0.091
H -6.266 2.804 1.167  0.098
H -4.712 1.234 2.274  0.042
H -3.845 -0.738 1.034  0.083
S 6.367 -1.978 1.137  0.492
C 5.176 -3.149 1.471  -0.884
N 5.391 -4.436 1.130  -0.003
C 4.408 -5.509 1.231  -0.180
C 3.013 -4.915 1.323  -0.207
C 3.001 -3.845 2.400  -0.185
N 4.040 -2.863 2.100  0.032
H 6.245 -4.584 0.624  0.098
H 4.623 -6.130 2.107  0.111
H 4.502 -6.139 0.345  0.114
H 2.273 -5.682 1.542  0.104
H 2.765 -4.433 0.373  0.041
H 3.185 -4.283 3.387  0.126
H 2.045 -3.327 2.445  0.034
H 3.861 -1.892 2.291  0.108
Cl -2.524 -5.656 -0.077  0.534
C -1.888 -4.844 1.398  -1.451
Cl -0.305 -4.164 1.010  0.629
Cl -1.681 -6.083 2.660  0.536
C -2.951 -3.714 1.792  -0.855
O -3.806 -4.069 2.603  -0.041
O -2.793 -2.675 1.138  -0.087

Frontier orbital gap ... 4.38 eV
LUMO level ... 0.119 Ha
Charge ... -2
ΔE to the lowest compared entry with this formula, charge and spin ... 0.0 kcal per mole

***

This record from the Open Molecules 2025 dataset describes a molecular structure, C34H51BiClFN9O4S. The level of theory is ωB97M-V/def2-TZVPD.

Last column: Löwdin charge in e.
Positions of all 102 atoms, in Å:
Bi 1.188 -1.823 0.542  1.898
C -2.451 2.900 4.340  -0.055
C -1.067 3.511 4.186  -0.175
N -0.292 2.869 3.118  -0.017
C 0.541 1.856 3.443  0.048
C 1.200 1.089 2.537  -0.050
C 2.028 -0.062 3.036  -0.561
O 2.806 0.076 3.943  0.127
O 1.761 -1.237 2.484  -0.253
C 1.073 1.367 1.144  -0.351
O 1.628 0.680 0.256  -0.137
C 0.230 2.498 0.805  -0.060
C 0.079 2.864 -0.540  0.075
C -0.813 3.827 -0.884  -0.205
F -0.921 4.200 -2.178  0.072
C -1.655 4.447 0.065  -0.152
C -1.438 4.152 1.399  0.048
C -0.491 3.191 1.785  -0.119
N -2.660 5.304 -0.360  -0.074
C -3.304 6.223 0.545  -0.124
C -4.600 5.630 1.128  -0.086
N -5.150 4.643 0.150  0.020
C -4.935 5.087 -1.255  -0.090
C -3.433 5.008 -1.563  -0.115
H -2.999 3.409 5.133  0.084
H -2.377 1.844 4.602  0.086
H -3.026 2.968 3.415  0.049
H -0.491 3.397 5.103  0.126
H -1.111 4.581 3.983  0.119
H 0.656 1.664 4.502  0.157
H 0.678 2.369 -1.292  0.131
H -2.079 4.597 2.143  0.092
H -3.531 7.145 0.003  0.134
H -2.623 6.497 1.347  0.131
H -5.346 6.407 1.293  0.132
H -4.436 5.096 2.062  0.120
H -6.140 4.490 0.331  0.176
H -4.670 3.690 0.300  0.053
H -5.332 6.096 -1.355  0.132
H -5.496 4.428 -1.913  0.137
H -3.199 5.696 -2.379  0.135
H -3.197 4.000 -1.896  0.118
N -2.134 0.484 -1.561  0.020
C -2.811 0.123 -2.804  -0.269
C -2.197 0.679 -4.092  -0.206
C -0.939 -0.011 -4.629  -0.201
C 0.346 0.116 -3.813  -0.268
N 0.423 -0.884 -2.734  -0.014
H -2.022 1.490 -1.514  0.037
H -1.202 0.075 -1.560  0.026
H -3.847 0.467 -2.734  0.101
H -2.858 -0.968 -2.857  0.114
H -1.984 1.745 -3.943  0.102
H -2.955 0.629 -4.880  0.106
H -0.737 0.402 -5.620  0.108
H -1.148 -1.075 -4.789  0.113
H 0.403 1.111 -3.361  0.098
H 1.199 0.030 -4.495  0.107
H 1.343 -0.838 -2.308  0.027
H 0.336 -1.812 -3.136  0.076
Cl 3.172 -5.087 2.619  0.301
N 0.629 -3.641 1.593  -0.228
C -0.152 -4.442 0.730  -0.414
C -1.477 -4.779 1.009  -0.041
C -2.202 -5.550 0.116  -0.083
C -1.631 -5.981 -1.076  -0.098
C -0.317 -5.645 -1.359  -0.087
C 0.424 -4.887 -0.462  -0.078
H 0.149 -3.421 2.460  0.064
H 2.088 -4.458 2.168  -0.259
H -1.932 -4.436 1.931  0.111
H -3.225 -5.813 0.351  0.105
H -2.204 -6.582 -1.769  0.101
H 0.146 -5.993 -2.274  0.103
H 1.471 -4.672 -0.656  0.077
N -0.958 -0.951 1.002  0.045
C -1.913 -0.331 1.233  -0.315
N -2.975 0.281 1.621  0.122
C -3.485 1.313 1.039  -0.334
N -4.000 2.281 0.650  0.155
C 4.431 -5.763 -0.718  -0.113
C 5.514 -4.957 -1.427  -0.270
C 4.995 -3.734 -2.176  -0.348
S 4.458 -2.295 -1.233  0.957
O 3.338 -2.780 -0.323  -0.733
C 5.927 -2.017 -0.197  -0.325
C 5.853 -2.651 1.193  -0.285
C 5.231 -1.718 2.223  -0.097
H 4.858 -6.656 -0.264  0.082
H 3.665 -6.086 -1.427  0.078
H 3.947 -5.189 0.071  -0.009
H 6.008 -5.585 -2.173  0.114
H 6.295 -4.665 -0.723  0.098
H 4.126 -3.985 -2.790  0.094
H 5.751 -3.313 -2.847  0.093
H 6.027 -0.933 -0.125  0.088
H 6.767 -2.387 -0.788  0.089
H 6.873 -2.905 1.490  0.118
H 5.293 -3.585 1.157  0.060
H 5.800 -0.789 2.303  0.084
H 5.202 -2.184 3.206  0.085
H 4.204 -1.465 1.965  0.040

Frontier orbital gap ... 7.44 eV
LUMO level ... -0.090 Ha
Charge ... +1
ΔE to the lowest compared entry with this formula, charge and spin ... 54.1 kcal per mole